Here is a 6-piece molecular cluster, C12H36O6 overall in a non-equilibrium geometry from the Open Molecules 2025 dataset. Energies are from wB97M-V/def2-TZVPD.

Computed properties:
- Lowest unoccupied orbital energy: 0.0154 Eh
- HOMO: -9.647 eV
- DFT total energy: -930.1704 Eh
- Largest force on an atom: 0.023 hartree/bohr
- Charge: 0

Element x y z (Å)
C1 0.9107 -1.3110 1.0241
C2 0.6363 -1.2118 -0.4659
O1 0.7320 0.1267 -0.9555
H1 0.1055 -0.8445 1.6000
H2 1.8310 -0.8379 1.3720
H3 0.9589 -2.3614 1.3243
H4 -0.3611 -1.6214 -0.6406
H5 1.3412 -1.8181 -1.0349
H6 -0.1311 0.5304 -0.8062
C3 5.2468 2.1029 -0.3385
C4 4.2258 0.9828 -0.3208
O2 2.9766 1.5847 0.0556
H7 6.1936 1.7704 -0.7752
H8 5.4320 2.5272 0.6452
H9 4.8910 2.9099 -0.9836
H10 4.5667 0.2384 0.4118
H11 4.1186 0.4707 -1.2777
H12 2.2873 1.0149 -0.3152
C5 -3.0285 1.8612 -2.3723
C6 -3.2152 0.3582 -2.4750
O3 -2.5153 -0.2607 -1.4027
H13 -1.9593 2.0854 -2.3850
H14 -3.3895 2.1818 -1.3927
H15 -3.5369 2.4066 -3.1635
H16 -2.7945 -0.0087 -3.4143
H17 -4.2863 0.1456 -2.4116
H18 -3.0525 -0.9611 -1.0004
C7 3.6339 2.2658 -5.0973
C8 3.1633 1.9407 -3.6979
O4 1.8070 1.4644 -3.7223
H19 4.6980 2.0102 -5.1475
H20 3.4341 3.2830 -5.4226
H21 3.2297 1.5818 -5.8481
H22 3.2922 2.7519 -2.9789
H23 3.7821 1.1046 -3.3453
H24 1.5452 1.4120 -2.7957
C9 -0.9769 -0.3749 5.0831
C10 -1.7287 0.7281 5.8262
O5 -1.7997 0.4715 7.2223
H25 -0.3998 0.0216 4.2437
H26 -1.5420 -1.2492 4.7599
H27 -0.2029 -0.7786 5.7443
H28 -2.7526 0.8513 5.4859
H29 -1.1583 1.6437 5.6461
H30 -1.0085 0.7926 7.6600
C11 -4.2176 -4.4316 1.0400
C12 -3.3905 -3.1732 0.9146
O6 -3.9248 -2.2812 -0.0733
H31 -3.9010 -5.0103 1.9106
H32 -4.1131 -5.1024 0.1886
H33 -5.2617 -4.1416 1.1595
H34 -2.3559 -3.3431 0.6155
H35 -3.3149 -2.6443 1.8709
H36 -4.7204 -1.8542 0.2568

Here is C26H22N5O12SV as an isolated structure in a non-equilibrium geometry from the Open Molecules 2025 dataset. Energies are from wB97M-V/def2-TZVPD.

Computed properties:
- Expectation value of S²: 0.77
- Lowest unoccupied orbital energy (alpha / beta): 0.0729 / 0.0730 Eh
- HOMO (alpha / beta): -3.510 / -3.608 eV
- DFT total energy: -3522.7101 Eh
- Largest force on an atom: 0.047 hartree/bohr
- Multiplicity: 2
- Charge: -1

Element x y z (Å)
V1 0.4551 0.2248 0.3328
O1 -2.7744 0.4406 -3.4317
C1 -1.6376 0.2340 -2.7298
O2 -0.9225 1.1274 -2.3715
C2 -1.3559 -1.2450 -2.5067
C3 -2.2312 -2.1789 -3.0095
C4 -1.9279 -3.5217 -2.8160
C5 -0.7691 -3.8293 -2.1549
C6 0.0709 -2.8066 -1.7091
N1 -0.2284 -1.5263 -1.8580
C7 1.3630 -3.2277 -1.0547
O3 1.2007 -4.2706 -0.2522
O4 2.4262 -2.7410 -1.3348
H1 -2.8593 1.4056 -3.4940
H2 -3.1198 -1.8634 -3.5340
H3 -2.5873 -4.2998 -3.1777
H4 -0.4775 -4.8577 -1.9955
H5 0.2792 -4.1863 0.1663
S1 -0.2636 3.6391 3.2769
C8 1.1767 2.8290 3.7221
C9 1.4032 1.7290 2.9518
C10 0.3899 1.4995 1.9653
C11 -0.5627 2.4742 2.0363
C12 -1.7564 2.5014 1.1931
C13 -2.5225 3.6494 0.9669
C14 -3.6571 3.5563 0.1902
C15 -4.0236 2.3214 -0.3329
C16 -3.1960 1.2453 -0.0738
N2 -2.0813 1.3197 0.6507
H6 1.7840 3.2137 4.5274
H7 2.2835 1.1105 3.0583
H8 -2.2127 4.5930 1.3978
H9 -4.2586 4.4362 -0.0039
H10 -4.9248 2.1948 -0.9186
H11 -3.4453 0.2572 -0.4482
C17 1.2122 3.5905 -1.4986
C18 2.0305 2.3281 -1.3080
C19 2.4046 1.6941 -2.6361
C20 3.2618 2.5775 -0.4512
O5 1.2054 1.3962 -0.5995
H12 1.7912 4.3237 -2.0654
H13 0.9546 4.0197 -0.5278
H14 0.2891 3.3672 -2.0357
H15 3.0586 2.3608 -3.2014
H16 1.5054 1.4923 -3.2209
H17 2.9190 0.7469 -2.4656
H18 4.0307 3.0864 -1.0373
H19 3.6604 1.6326 -0.0810
H20 3.0092 3.1926 0.4148
O6 2.2369 -6.0075 3.9149
N3 3.0969 -5.1466 3.8945
O7 4.1868 -5.2657 4.4255
C21 2.7988 -3.8918 3.1717
C22 1.5383 -3.7313 2.6085
C23 1.2429 -2.5558 1.9241
C24 2.2546 -1.5346 1.7794
O8 2.0458 -0.4746 1.0345
C25 3.4836 -1.7781 2.3919
C26 3.7788 -2.9538 3.0885
N4 4.5833 -0.7946 2.3345
O9 5.6698 -1.1378 2.7725
O10 4.3738 0.3076 1.8656
N5 0.0639 -2.4668 1.2831
O11 -0.7207 -3.5323 1.0002
O12 -0.3866 -1.2017 0.9168
H21 0.7869 -4.5009 2.6674
H22 4.7481 -3.1003 3.5313

Here is one molecule with the formula C8H8S3 in a non-equilibrium geometry from the Open Molecules 2025 dataset. Energies are from wB97M-V/def2-TZVPD.

Computed properties:
- Lowest unoccupied orbital energy (alpha / beta): -0.0007 / -0.0008 Eh
- HOMO (alpha / beta): -7.664 / -7.667 eV
- DFT total energy: -1504.0523 Eh
- Largest force on an atom: 0.074 hartree/bohr
- Charge: 0

Element x y z (Å)
C1 3.0183 -0.4595 0.2517
C2 1.8071 -1.1987 0.3939
C3 2.8792 0.8762 0.6086
C4 0.7586 -0.3807 0.8028
C5 -1.4805 1.4379 -0.4701
C6 -1.7759 1.7442 0.7834
C7 -1.3885 0.0239 -0.9972
C8 -0.6935 -0.6730 1.0292
S1 1.2730 1.2404 1.1681
S2 -1.6220 0.5492 1.9816
S3 -0.9486 -2.4028 1.0122
H1 3.9226 -0.9941 -0.1364
H2 1.5276 -2.2868 0.1344
H3 3.4573 1.7494 0.4282
H4 -1.6036 2.3020 -1.1285
H5 -1.7892 2.7757 1.1517
H6 -2.4292 -0.3360 -1.2002
H7 -0.4299 -0.0849 -1.6005
H8 -1.9872 -2.5918 1.7528

Here is a 15-piece molecular cluster, C68H115N15 overall in a non-equilibrium geometry from the Open Molecules 2025 dataset. Energies are from wB97M-V/def2-TZVPD.

Computed properties:
- Lowest unoccupied orbital energy: 0.0140 Eh
- HOMO: -7.657 eV
- DFT total energy: -3481.1442 Eh
- Largest force on an atom: 0.067 hartree/bohr
- Charge: 0

Element x y z (Å)
N1 -4.7448 0.2538 3.5209
C1 -5.2178 0.1401 2.2453
C2 -4.9462 -1.0913 1.7165
C3 -3.9803 -1.6328 2.6120
C4 -3.8230 -0.7628 3.6613
H1 -4.9076 1.0032 4.1782
H2 -5.6524 1.0276 1.8095
H3 -5.1954 -1.5042 0.7502
H4 -3.4794 -2.5665 2.4029
H5 -3.2227 -0.9656 4.5358
N2 2.1640 0.5050 2.1852
C5 3.2354 -0.2395 1.6659
C6 4.3017 0.6713 1.6551
C7 3.9306 1.8528 2.2331
C8 2.5430 1.7727 2.5596
H6 1.2419 0.1187 2.3288
H7 3.0404 -1.2236 1.2660
H8 5.3192 0.5417 1.3173
H9 4.5545 2.7210 2.3863
H10 1.8676 2.4617 3.0450
N3 2.1184 -3.3909 3.4113
C9 1.4889 -4.0235 2.3523
C10 0.1349 -3.5836 2.4135
C11 0.1228 -2.4891 3.3173
C12 1.3291 -2.4359 4.0122
H11 3.1015 -3.4967 3.6169
H12 1.9268 -4.8710 1.8459
H13 -0.6881 -3.8840 1.7820
H14 -0.7684 -1.9241 3.5471
H15 1.7053 -1.8332 4.8256
N4 2.1717 5.3412 5.9225
C13 2.5220 4.8646 7.1630
C14 3.2574 3.6690 6.9108
C15 3.3539 3.4907 5.5509
C16 2.6730 4.5516 4.9044
H16 1.4754 6.0638 5.8082
H17 2.1713 5.3864 8.0411
H18 3.6620 2.9909 7.6476
H19 3.9447 2.7150 5.0867
H20 2.4715 4.5384 3.8434
N5 -0.7453 1.9299 0.6108
C17 0.0426 1.5414 -0.4734
C18 0.0070 0.1442 -0.6367
C19 -0.9981 -0.2575 0.2472
C20 -1.3678 0.7938 1.0739
H21 -0.8158 2.8521 1.0164
H22 0.6334 2.2682 -1.0111
H23 0.5892 -0.4050 -1.3619
H24 -1.3867 -1.2569 0.3759
H25 -2.0500 0.8976 1.9047
N6 0.5147 2.3780 5.7852
C21 -0.7424 2.9107 5.7025
C22 -1.5431 2.0233 5.0045
C23 -0.7589 0.9866 4.5668
C24 0.5360 1.2271 5.0154
H26 1.3196 2.8253 6.2001
H27 -0.9409 3.8290 6.2351
H28 -2.5930 2.0699 4.7555
H29 -1.0374 0.1710 3.9159
H30 1.4553 0.6882 4.8402
N7 -2.3027 -5.1605 -2.9247
C25 -1.0612 -5.5154 -3.3474
C26 -0.1683 -5.4620 -2.3176
C27 -0.9970 -5.0798 -1.1652
C28 -2.2991 -4.8749 -1.6098
H31 -3.1700 -5.1192 -3.4406
H32 -0.9138 -5.8048 -4.3775
H33 0.8978 -5.6323 -2.3456
H34 -0.6339 -4.8947 -0.1650
H35 -3.1662 -4.5031 -1.0840
N8 -3.4265 0.1922 -1.4522
C29 -4.4878 1.0755 -1.5043
C30 -5.5345 0.3228 -1.9359
C31 -5.1006 -0.9766 -2.1618
C32 -3.7948 -1.0768 -1.7568
H36 -2.4979 0.4616 -1.1603
H37 -4.3366 2.1240 -1.2941
H38 -6.5626 0.6379 -2.0371
H39 -5.7336 -1.7783 -2.5125
H40 -3.0703 -1.8775 -1.7783
N9 4.0625 8.9074 2.6913
C33 3.4419 7.7877 3.1265
C34 3.2883 6.9868 2.0259
C35 3.7387 7.6778 0.9030
C36 4.3630 8.8355 1.3332
H41 4.4729 9.6356 3.2582
H42 3.2903 7.5574 4.1707
H43 2.8706 5.9946 2.1117
H44 3.6876 7.2480 -0.0865
H45 5.0034 9.5795 0.8829
N10 -1.1170 4.2548 -5.2862
C37 -2.4595 4.1533 -5.0443
C38 -2.7129 3.1495 -4.1480
C39 -1.4626 2.5693 -3.8439
C40 -0.5128 3.2110 -4.5936
H46 -0.6500 4.9038 -5.9034
H47 -3.1072 4.8914 -5.4937
H48 -3.7026 2.9123 -3.7865
H49 -1.2394 1.7293 -3.2029
H50 0.5609 3.1033 -4.6368
N11 3.4178 2.1079 -0.7773
C41 3.3427 1.2131 -1.7988
C42 3.4458 1.9182 -3.0059
C43 3.6459 3.2185 -2.6337
C44 3.6139 3.3445 -1.2296
H51 3.3612 1.8501 0.1976
H52 3.2032 0.1749 -1.5361
H53 3.3690 1.5471 -4.0172
H54 3.7862 4.0016 -3.3641
H55 3.6029 4.1799 -0.5451
C45 0.4875 5.4236 -1.3349
C46 0.3861 5.3907 0.2240
N12 -0.8217 4.9775 0.8211
C47 -2.0667 5.6394 0.3020
C48 -3.3804 5.0576 0.9290
C49 -0.7168 4.9981 2.2484
C50 -0.6973 6.4023 2.9736
H56 -0.2633 6.0810 -1.7735
H57 0.2657 4.4198 -1.6973
H58 1.4703 5.7770 -1.6468
H59 1.1324 4.6805 0.5799
H60 0.6314 6.3807 0.6084
H61 -2.1127 6.7165 0.4623
H62 -2.1434 5.5090 -0.7775
H63 -3.3998 5.2455 2.0025
H64 -4.2952 5.5016 0.5366
H65 -3.4350 3.9810 0.7680
H66 0.1334 4.3716 2.5182
H67 -1.4852 4.3925 2.7289
H68 -0.5492 6.3317 4.0511
H69 -1.6129 6.9781 2.8387
H70 0.1692 6.9953 2.6809
C51 -0.8170 -1.4786 -4.1224
C52 0.2796 -1.0171 -5.0556
N13 0.9355 -2.1251 -5.7971
C53 1.8783 -1.7421 -6.8193
C54 3.1014 -0.9264 -6.3383
C55 1.5673 -3.0778 -4.9026
C56 1.8548 -4.3930 -5.6261
H71 -1.2087 -0.6224 -3.5733
H72 -0.2962 -2.1032 -3.3967
H73 -1.5896 -2.1143 -4.5549
H74 -0.0456 -0.3674 -5.8682
H75 1.0631 -0.5020 -4.4998
H76 2.1887 -2.5169 -7.5204
H77 1.2551 -1.0860 -7.4269
H78 2.7501 -0.0377 -5.8139
H79 3.7417 -1.4081 -5.5994
H80 3.6838 -0.6026 -7.2009
H81 0.8590 -3.4771 -4.1767
H82 2.5096 -2.7149 -4.4920
H83 2.6471 -4.3034 -6.3694
H84 0.9949 -4.7772 -6.1748
H85 2.3228 -5.0888 -4.9297
C57 -7.9502 -5.7546 2.7747
C58 -7.3005 -5.6067 1.4349
N14 -5.8895 -6.1208 1.3838
C59 -4.9889 -5.2599 2.2102
C60 -3.5360 -5.7774 2.3003
C61 -5.3596 -6.2742 0.0620
C62 -6.3328 -7.0380 -0.8484
H86 -9.0367 -5.6694 2.7589
H87 -7.6418 -5.1033 3.5924
H88 -7.7642 -6.7761 3.1066
H89 -7.9350 -6.1857 0.7640
H90 -7.3900 -4.5681 1.1165
H91 -5.3230 -5.2963 3.2471
H92 -5.1059 -4.2416 1.8394
H93 -3.6074 -6.7891 2.6996
H94 -3.0030 -5.0582 2.9222
H95 -3.0628 -5.8650 1.3224
H96 -5.1354 -5.2775 -0.3180
H97 -4.4424 -6.8630 0.0735
H98 -7.2360 -6.4940 -1.1249
H99 -5.7997 -7.4550 -1.7029
H100 -6.7311 -7.9256 -0.3569
C63 6.5248 -4.1336 -3.6634
C64 5.1409 -3.8956 -3.0357
N15 5.2005 -3.6047 -1.5829
C65 5.5792 -2.2436 -1.3153
C66 6.1034 -2.0856 0.0297
C67 3.9195 -3.9308 -0.8583
C68 2.6027 -3.2848 -1.4449
H101 7.2971 -3.4060 -3.4138
H102 6.3840 -4.0402 -4.7402
H103 6.7924 -5.1877 -3.5904
H104 4.6895 -3.0115 -3.4860
H105 4.5610 -4.8053 -3.1919
H106 6.3642 -1.9413 -2.0085
H107 4.7148 -1.6026 -1.4883
H108 5.5363 -2.5420 0.8410
H109 7.1279 -2.4576 0.0359
H110 6.3124 -1.0354 0.2335
H111 4.0059 -3.8975 0.2278
H112 3.8932 -5.0056 -1.0379
H113 1.7022 -3.7552 -1.0500
H114 2.5456 -3.3645 -2.5305
H115 2.6358 -2.2202 -1.2135

Look up the charge of the first one.
0

Which formula does entry 1 have?
C12H36O6